# 1
# C5H6O

One molecule with the formula C5H6O in a non-equilibrium geometry (ωB97M-V with the def2-TZVPD basis set, the Open Molecules 2025 dataset).

Geometry (Å):
1 C -0.616 -0.080 0.610
2 O -2.564 -0.005 -0.797
3 H -0.560 0.713 1.394
4 C 2.787 -0.139 -0.199
5 H -0.275 -0.980 1.131
6 C -2.086 -0.228 0.289
7 H -2.736 -0.556 1.132
8 C 1.661 0.291 -0.417
9 H 3.636 0.286 0.277
10 H 0.769 -0.437 -1.457
11 H -0.274 0.889 -1.325
12 C 0.259 0.246 -0.638

Properties
SMILES string: C#CCCC=O
Energy (eV): -7325.4851
ΔE to the lowest compared entry with this formula, charge and spin (kJ/mol): 366.6
Highest occupied orbital energy (eV): -9.364
2S+1: 1
Max |F| (eV/Å): 3.07
Orbital gap (eV): 10.1

=====

# 2
# C4H11NO2S

A 2-piece molecular cluster, C4H11NO2S overall in a non-equilibrium geometry (ωB97M-V with the def2-TZVPD basis set, the Open Molecules 2025 dataset).

Geometry (Å):
1 O 1.670 1.399 -2.356
2 C -1.297 1.392 -0.158
3 H 0.930 -0.415 2.238
4 H 1.276 1.369 -3.224
5 S -3.077 1.766 -0.307
6 H -0.892 2.178 0.477
7 C 1.368 -1.327 1.866
8 N 1.018 -1.504 0.451
9 H 1.537 -2.118 -0.136
10 H -1.843 -0.619 0.500
11 H -0.821 1.424 -1.132
12 C 0.120 -0.708 -0.234
13 C -0.968 0.048 0.500
14 H 0.949 -2.193 2.397
15 H 2.442 -1.225 2.032
16 H -3.452 0.656 -0.940
17 O 0.147 -0.699 -1.462
18 H 1.702 0.473 -2.088
19 H -0.809 0.103 1.575

Properties
Energy (eV): -20745.7966
ΔE to the lowest compared entry with this formula, charge and spin (kJ/mol): 27.1
Highest occupied orbital energy (alpha / beta) (eV): 1.034 / -6.101
Net charge: -1
2S+1: 2
Max |F| (eV/Å): 2.48
Orbital gap (alpha / beta) (eV): 1.9 / 9.0

=====

Question: Which of these has the highest max |F|?
Answer: C5H6O

=====

Question: Among the records above, which one has the highest max |F|?
Answer: C5H6O

=====

Question: Which value of max |F| does entry 2 give?
Answer: 2.48 eV/Å